{
  "formula": "C16H20F12O8",
  "method": "ωB97M-V with the def2-TZVPD basis set",
  "elements": ["C", "C", "O", "C", "O", "C", "F", "F", "F", "H", "H", "H", "H", "H", "C", "C", "O", "C", "O", "C", "F", "F", "F", "H", "H", "H", "H", "H", "C", "C", "O", "C", "O", "C", "F", "F", "F", "H", "H", "H", "H", "H", "C", "C", "O", "C", "O", "C", "F", "F", "F", "H", "H", "H", "H", "H"],
  "coordinates": [[-1.9799, 2.4854, -5.1954], [-2.5327, 3.2150, -3.9983], [-1.7970, 4.3482, -3.6219], [-1.8209, 5.4203, -4.3413], [-2.3622, 5.5823, -5.4198], [-1.0115, 6.5548, -3.7859], [-0.3176, 7.1622, -4.7835], [-1.7519, 7.5122, -3.3837], [-0.1535, 6.2665, -2.7225], [-2.8079, 2.3370, -5.8885], [-1.5506, 1.5192, -4.9306], [-1.1986, 3.0229, -5.7328], [-2.6346, 2.5573, -3.1350], [-3.5747, 3.4584, -4.2060], [-1.8870, -0.8687, -1.7467], [-2.2414, -0.5844, -0.2747], [-1.3775, -1.4730, 0.4108], [-1.5730, -1.7529, 1.7214], [-2.3598, -1.1027, 2.4275], [-0.7434, -2.9481, 2.2738], [-0.0881, -3.5923, 1.2667], [0.1718, -2.4725, 3.1435], [-1.5210, -3.8039, 2.8411], [-2.1144, -1.8212, -2.2254], [-0.8370, -0.6569, -1.9487], [-2.4097, -0.1151, -2.3357], [-3.2458, -0.9819, -0.1285], [-2.3479, 0.4159, 0.1451], [0.6500, 2.9199, 2.7361], [0.0050, 2.3342, 3.9669], [-1.3936, 2.1281, 3.8604], [-2.2645, 3.0844, 3.7074], [-2.0066, 4.2935, 3.5568], [-3.7325, 2.5811, 3.5355], [-4.3662, 3.0731, 4.6289], [-4.2676, 3.1398, 2.4497], [-3.8937, 1.2286, 3.4626], [0.3951, 3.9655, 2.5635], [0.3690, 2.3068, 1.8798], [1.7324, 2.9826, 2.8481], [0.0095, 2.9495, 4.8666], [0.3955, 1.3546, 4.2425], [6.3113, -5.5788, -1.1567], [5.8841, -6.1575, 0.1632], [4.6266, -5.5341, 0.5330], [4.1043, -5.5437, 1.8016], [4.6168, -5.9833, 2.8334], [2.6061, -5.1062, 1.7086], [1.9000, -6.1002, 1.3328], [2.2132, -4.5785, 2.8144], [2.3493, -4.1713, 0.7805], [5.9958, -6.0496, -2.0878], [7.3991, -5.5156, -1.1276], [6.0133, -4.5315, -1.2078], [6.6839, -5.9494, 0.8740], [5.7320, -7.2257, 0.0086]],
  "total_charge": 0,
  "orbital_gap_ha": 0.4130,
  "smiles": "CCOC(=O)C(F)(F)F.CCOC(=O)C(F)(F)F.CCOC(=O)C(F)(F)F.CCOC(=O)C(F)(F)F",
  "energy_ha": -2421.9677,
  "lumo_energy_ev": 0.222,
  "homo_ev": -11.0,
  "max_force_ev_per_a": 3.8,
  "relative_energy_kj_mol": 265.1
}